Record 1
Molecular formula: C7H6N2O11P2PdS2
Method: DFT, ωB97M-V with the def2-TZVPD basis set

Calculated values
Charge: 0
2S+1: 5
<S²>: 6.017
Lowest unoccupied orbital energy (spin up / spin down), eV: -0.7 / -3.8

```
31
Properties=species:S:1:pos:R:3:forces:R:3
Pd 0.40301 -0.55306 -1.49903 0.250 -0.242 0.501
O -1.83010 2.51144 -3.59843 0.164 -0.078 0.149
P -0.81697 1.42211 -3.09379 0.092 -0.141 -0.027
O -0.70486 1.31526 -1.58164 0.079 -0.340 -0.688
O -1.29824 0.13736 -3.75991 -0.293 -0.081 -0.293
O 0.59317 1.85884 -3.69094 -0.137 -0.069 0.050
P 1.99320 1.03395 -3.35181 0.053 0.099 0.227
O 2.12974 1.34794 -1.76689 -0.018 0.166 -0.141
O 3.10206 1.55087 -4.13953 -0.128 -0.144 -0.112
O 1.54474 -0.43533 -3.33060 -0.052 0.419 0.231
H -1.55557 3.41630 -3.42263 0.030 0.214 0.038
H 2.98577 1.71340 -1.52092 0.080 0.021 0.059
O -2.73836 -2.02663 -3.48254 0.035 -0.010 0.022
S -1.35695 -1.76737 -3.78739 0.178 0.206 0.034
N -0.43919 -2.16000 -2.52292 -0.316 0.100 -0.105
O 2.42085 0.46148 1.18080 0.317 0.126 -0.087
C 1.48059 -0.25030 1.36777 -0.425 -0.363 -0.118
N 1.01516 -1.22545 0.42777 -0.091 0.241 0.008
S -0.47568 -1.79069 0.87537 0.062 0.192 -0.209
O -1.37170 -1.07003 -0.04438 0.188 -0.285 0.214
O -0.54948 -3.20986 0.90407 -0.088 -0.016 0.185
C -0.50870 -1.05297 2.46034 -0.028 0.060 0.045
C -1.46026 -1.17454 3.45475 0.050 -0.033 -0.035
C -1.25055 -0.43555 4.60979 0.017 0.035 0.055
C -0.12940 0.38354 4.74891 -0.021 -0.003 0.008
C 0.81361 0.48762 3.73615 0.008 0.039 0.109
C 0.60855 -0.24546 2.58342 -0.026 -0.116 -0.095
H -2.32437 -1.81475 3.33828 0.017 0.019 -0.006
H -1.97114 -0.49563 5.41487 0.024 0.008 -0.003
H 0.00429 0.94802 5.66282 -0.011 -0.020 -0.021
H 1.68677 1.11948 3.82822 -0.010 -0.005 0.003
```
Positions in Å, forces in eV/Å.

natural (NBO) population analysis, charges in e, atoms 1 to 4: 1.387 -0.956 2.580 -1.051

---

Record 2
Molecular formula: C13H33CeClIN2OP2S
Method: DFT, ωB97M-V with the def2-TZVPD basis set

Calculated values
Charge: +3
Energy relative to the best compared isomer or geometry (same formula, charge and spin), kcal per mole: 147.95
Lowest unoccupied orbital energy (spin up / spin down), eV: -10.7 / -10.7

```
55
Properties=species:S:1:pos:R:3:forces:R:3
C 0.00381 0.84492 -8.43343 -0.002 -0.007 -0.081
C 0.00777 1.39981 -7.04741 0.035 4.492 0.374
H 0.00670 1.66634 -9.16505 -0.001 -0.241 0.377
H -0.88222 0.21852 -8.56235 0.075 0.018 -0.011
H 0.88463 0.21149 -8.56397 -0.074 0.018 -0.010
O 0.01682 2.57248 -6.70974 -0.033 -4.264 -0.722
I -0.00445 -0.20167 -5.50532 0.000 0.037 0.329
Ce -0.00254 0.05191 -0.75698 0.014 3.105 -4.402
P 2.37378 -0.12302 -0.70344 6.795 -1.295 0.374
C 3.27178 1.07600 0.28921 -0.214 0.659 0.466
C 2.97527 -1.74208 -0.16783 -0.288 -0.484 0.209
H 4.06112 -1.78956 -0.30730 -0.147 0.035 0.008
H 4.07626 -0.08295 -2.39533 -0.105 0.049 0.079
H 2.48742 -2.52595 -0.75993 0.230 0.116 0.098
H 2.50325 -0.65745 -3.04205 0.215 0.132 0.035
H 3.00640 0.97380 1.34843 0.140 -0.049 -0.210
H 2.73350 -1.90555 0.88922 0.147 0.047 -0.189
C 2.99256 0.07126 -2.38426 -0.558 0.233 -0.596
H 4.34765 0.91657 0.16690 -0.105 0.044 -0.055
H 2.76157 1.07797 -2.75695 0.174 -0.158 -0.053
H 3.01759 2.09646 -0.02588 0.204 -0.121 0.040
P -2.38138 -0.08778 -0.70068 -6.808 -1.189 0.385
C -3.26060 1.12606 0.29060 0.229 0.654 0.468
C -2.99891 0.11239 -2.38128 0.561 0.221 -0.597
H -2.53185 -2.48877 -0.75385 -0.226 0.118 0.100
H -4.09290 -1.72793 -0.29853 0.148 0.033 0.008
H -2.76457 -1.86281 0.89515 -0.153 0.054 -0.192
C -3.00612 -1.69686 -0.16140 0.274 -0.488 0.198
H -2.51914 -0.62317 -3.03848 -0.215 0.136 0.034
H -4.08448 -0.02826 -2.39153 0.106 0.049 0.079
H -4.33882 0.98407 0.16771 0.105 0.041 -0.056
H -2.98964 2.14209 -0.02471 -0.206 -0.117 0.041
H -2.75556 1.11569 -2.75522 -0.176 -0.155 -0.052
H -2.99751 1.02011 1.35001 -0.137 -0.041 -0.209
Cl -0.01810 -1.87678 -2.14613 -0.011 -1.426 -0.491
C 0.10657 2.52350 2.83184 -0.015 -0.100 -0.811
N 0.05392 1.28637 3.65278 -0.070 -1.536 -0.156
C 0.06900 1.52659 5.10131 -0.008 -0.177 0.999
C -0.00250 0.00714 3.05614 0.072 -0.129 12.586
S -0.00304 0.00214 1.55692 -0.013 -0.184 -7.706
N -0.04797 -1.26351 3.67231 0.064 1.982 -0.095
C -0.07233 -1.59231 5.10649 -0.012 0.153 1.278
C -0.07920 -2.50996 2.85494 -0.002 0.157 -0.716
H 0.14889 3.45571 3.42756 -0.047 -0.964 0.060
H -0.79637 2.58742 2.19840 0.396 0.051 0.180
H 1.00945 2.50866 2.19505 -0.395 0.080 0.184
H -0.87481 1.16153 5.54395 0.596 -0.012 -0.014
H 0.97288 1.06803 5.54014 -0.593 0.048 -0.010
H 0.12247 2.59759 5.37186 -0.021 -0.533 -0.701
H -0.98908 -2.15345 5.35692 0.363 0.108 -0.360
H 0.80409 -2.20712 5.37532 -0.352 0.142 -0.358
H -0.05662 -0.74070 5.79457 0.008 -0.182 -0.636
H -0.97860 -2.51454 2.21347 0.433 -0.055 0.218
H 0.82724 -2.56808 2.22565 -0.435 -0.030 0.217
H -0.11310 -3.43234 3.46615 0.038 0.927 0.066
```
Positions in Å, forces in eV/Å.

Mulliken population analysis, charges in e, atoms 1 to 4: -0.929 0.538 0.303 0.338

---

Record 3
Molecular formula: C29H35AsCl5N3O4Ru
Method: DFT, ωB97M-V with the def2-TZVPD basis set

Calculated values
Charge: +1
2S+1: 6
<S²>: 8.801
Energy relative to the best compared isomer or geometry (same formula, charge and spin), kcal per mole: 24.34
Lowest unoccupied orbital energy (spin up / spin down), eV: -1.9 / -4.2

```
78
Properties=species:S:1:pos:R:3:forces:R:3
Ru 0.42609 0.34438 -0.19673 -0.728 0.235 -0.094
C -2.56140 3.61165 -3.69462 -0.028 -0.004 0.021
N -2.05952 3.23910 -2.37758 0.054 -0.064 -0.068
C -2.00271 4.32142 -1.40164 0.009 0.020 0.031
C -1.42068 2.09278 -2.12201 -0.059 0.085 -0.022
O -0.81834 1.93912 -1.05031 0.038 -0.059 -0.002
C -1.43380 1.01020 -3.20399 -0.030 -0.039 0.101
O -1.03798 -0.25041 -2.72781 0.021 -0.017 -0.120
C -2.04831 -1.19636 -2.48375 0.006 0.008 0.029
C -2.36209 -1.27314 -0.99199 -0.030 0.078 0.007
O -1.88037 -0.43172 -0.22928 0.068 -0.087 0.127
N -3.15797 -2.25965 -0.57625 -0.044 -0.024 -0.076
C -3.44475 -2.42489 0.84322 0.027 0.005 -0.004
C -3.70487 -3.25267 -1.49340 -0.001 -0.006 0.006
H -3.40187 4.28984 -3.56326 -0.004 -0.007 -0.016
H -2.91108 2.75161 -4.25610 -0.004 0.011 -0.002
H -1.79048 4.12224 -4.27511 0.002 0.013 -0.004
H -2.97024 4.81990 -1.37971 0.005 0.011 0.007
H -1.23496 5.04777 -1.67581 0.008 0.000 -0.005
H -1.77627 3.91694 -0.42118 -0.007 0.010 -0.009
H -0.72207 1.30765 -3.98044 -0.019 0.013 0.013
H -2.42282 0.95309 -3.66294 0.013 -0.023 0.015
H -1.69214 -2.16458 -2.84516 0.019 0.041 0.016
H -2.96719 -0.96191 -3.03389 0.023 -0.010 -0.004
H -3.00190 -1.60017 1.39277 -0.005 -0.003 -0.011
H -3.02101 -3.36664 1.19640 -0.005 -0.006 0.019
H -4.52298 -2.43156 1.00075 -0.005 -0.006 0.018
H -2.93194 -3.92327 -1.87350 0.003 -0.008 0.011
H -4.21824 -2.78327 -2.33251 0.005 -0.013 0.000
H -4.43193 -3.85006 -0.95033 -0.012 0.003 -0.022
Cl 5.68583 -2.50893 -4.57043 -0.026 0.006 0.013
C 4.60886 -2.02189 -3.32377 0.034 -0.005 -0.013
C 3.79733 -0.90629 -3.49491 -0.004 0.034 -0.039
Cl 3.85693 0.01710 -4.94438 0.025 -0.044 0.021
C 2.93155 -0.53332 -2.47888 -0.252 0.232 0.153
Cl 1.96397 0.90460 -2.59435 0.160 -0.044 -0.291
C 2.81791 -1.23815 -1.27748 0.077 -0.180 0.111
O 1.97078 -0.90828 -0.32669 0.705 -0.187 -0.290
C 3.67585 -2.34023 -1.11354 -0.056 -0.004 0.158
Cl 3.63393 -3.17348 0.39621 0.000 0.060 -0.095
C 4.54991 -2.72775 -2.11878 0.068 -0.070 -0.028
Cl 5.57206 -4.08795 -1.87812 -0.021 0.036 -0.027
C -1.38478 0.92060 5.18551 -0.019 0.013 0.040
C -0.50588 1.60469 4.35351 0.017 -0.019 -0.041
C -0.01008 0.99482 3.21776 0.005 0.090 0.095
C -0.36014 -0.32457 2.90858 -0.004 -0.112 -0.274
C -1.25967 -1.00440 3.75010 -0.098 0.022 0.070
C -1.76728 -0.37926 4.87273 0.022 -0.004 -0.046
N 0.13634 -0.88870 1.74530 0.076 -0.065 0.392
C 0.34285 -2.25781 1.73884 -0.120 0.154 -0.058
C 0.75063 -2.95365 2.88853 0.044 -0.104 0.044
C 0.92262 -4.32620 2.85231 -0.005 0.065 0.003
C 0.68138 -5.03251 1.68184 0.013 -0.004 -0.041
C 0.31030 -4.34973 0.52633 0.015 -0.005 0.047
C 0.16890 -2.97883 0.54728 -0.064 -0.046 -0.122
H -1.77665 1.40107 6.07162 -0.006 0.005 0.001
H -0.20652 2.61584 4.59425 0.005 0.018 0.004
H 0.68936 1.51158 2.57675 0.046 -0.060 0.000
H -1.58049 -2.00456 3.49104 0.016 0.014 0.016
H -2.47117 -0.90390 5.50451 -0.003 -0.001 0.013
H 0.96672 -2.40359 3.79384 0.000 0.001 0.010
H 1.25274 -4.84564 3.74137 0.009 -0.009 0.012
H 0.81270 -6.10554 1.65838 0.001 -0.014 0.002
H 0.16421 -4.89262 -0.39799 -0.012 -0.009 -0.015
H -0.07837 -2.44780 -0.36182 -0.021 -0.003 0.022
C 3.14259 4.75325 0.10544 0.023 0.074 -0.035
As 1.92789 3.23179 0.17733 -0.058 -0.408 0.273
C 0.73171 3.92567 1.57047 -0.019 0.163 -0.033
C 3.12264 2.09097 1.25259 0.085 0.053 0.052
H 3.50313 4.98110 1.10830 0.012 0.030 -0.012
H 2.62694 5.61979 -0.30476 0.011 0.013 0.001
H 3.98631 4.50988 -0.53784 0.004 0.008 0.001
H 1.25934 4.11341 2.50693 0.009 -0.005 -0.012
H -0.10549 3.25132 1.74891 0.038 0.060 -0.052
H 0.32613 4.86995 1.20347 -0.001 0.020 0.045
H 3.34892 2.56235 2.21040 0.030 0.011 -0.024
H 4.04578 1.98597 0.67990 0.015 0.003 0.039
H 2.74527 1.08247 1.42962 -0.103 0.064 -0.050
```
Positions in Å, forces in eV/Å.

Mulliken population analysis, charges in e, atoms 1 to 4: 1.815 -0.922 0.126 -0.994

---

Record 4
Molecular formula: C7H16BCuNO5
Method: DFT, ωB97M-V with the def2-TZVPD basis set

Calculated values
Charge: +1
Lowest unoccupied orbital energy, eV: -6.8

```
31
Properties=species:S:1:pos:R:3:forces:R:3
C 2.86249 -1.55895 -0.04990 0.147 0.083 0.537
C 3.44003 -0.16658 0.12308 0.351 -0.260 -0.185
O 3.03713 0.79834 -0.86560 0.209 0.293 0.799
C 1.73009 0.73647 -1.24186 0.076 1.815 1.665
O 1.43488 0.16438 -2.19719 -1.171 -2.581 -3.676
N 0.75291 1.43229 -0.48336 1.312 0.096 1.973
C -0.15035 0.53416 0.25125 -1.112 0.481 -0.355
C -1.12748 -0.19414 -0.66837 0.979 -0.783 0.140
C -2.36479 -0.67328 0.04262 -0.680 0.211 -0.545
O -3.45728 -0.69233 -0.89823 0.443 -0.175 0.007
C -4.67281 -0.77383 -0.27938 -0.419 -0.927 -0.475
B 1.39942 2.42769 0.39233 -0.205 0.506 0.096
O 1.32780 2.35134 1.78277 0.443 -0.471 -0.327
O 2.10302 3.45314 -0.16396 0.265 -0.507 -0.485
H 1.89171 -1.67377 0.41684 -0.395 0.034 -0.169
H 3.51749 -2.23332 0.49218 0.144 -0.185 0.064
H 2.83929 -1.87784 -1.08210 -0.064 0.063 -0.259
H 4.51130 -0.25570 0.01456 0.289 0.260 -0.198
H 3.29282 0.22381 1.13158 -0.291 0.042 0.129
H 0.35757 -0.14595 0.93056 0.266 -0.294 -0.026
H -0.74599 1.16726 0.90033 0.008 0.278 0.139
H -1.35092 0.42179 -1.53030 -0.312 0.237 0.023
H -0.61868 -1.07438 -1.05209 0.036 -0.056 -0.389
H -2.67073 -0.04025 0.87809 0.236 0.119 0.160
H -2.25754 -1.71433 0.39276 0.097 0.006 0.266
H -5.35862 -1.43652 -0.83324 0.000 0.088 -0.364
H -5.17992 0.18132 -0.19134 -0.163 0.180 0.490
H -4.55835 -1.20105 0.75378 -0.018 0.207 0.670
H 1.82062 1.55535 2.02853 -0.477 0.024 0.491
H 3.00817 3.35917 0.16364 -0.058 0.735 0.047
Cu -4.81329 -3.09431 0.84204 0.065 0.481 -0.242
```
Positions in Å, forces in eV/Å.

natural (NBO) population analysis, charges in e, atoms 1 to 4: -0.655 -0.066 -0.540 0.921

---

> Among the records above, which one has the lowest charge?

C7H6N2O11P2PdS2